one) # C30H30N6

A 6-piece molecular cluster, C30H30N6 overall (the ωB97M-V functional and the def2-TZVPD basis, the Open Molecules 2025 dataset).

Structure (XYZ):
```
66
C30H30N6, DFT the ωB97M-V functional and the def2-TZVPD basis
C 4.4992 1.3319 -4.3363
C 3.6931 1.6267 -3.2884
C 4.0096 2.7238 -2.4608
N 5.1559 3.4105 -2.6270
C 6.0307 2.9881 -3.5740
C 5.7288 2.0035 -4.5015
H 4.1583 0.6682 -5.1171
H 2.7532 1.0951 -3.2677
H 3.3525 3.0175 -1.6557
H 7.0156 3.4291 -3.6188
H 6.3581 1.5923 -5.2769
C -2.8008 -1.2208 -3.4488
C -2.5719 -2.3065 -2.5508
C -1.5289 -3.2483 -2.7405
N -0.5913 -3.0538 -3.7639
C -0.8677 -2.0037 -4.6141
C -1.9502 -1.0942 -4.5528
H -3.6734 -0.5950 -3.3335
H -3.2817 -2.5387 -1.7707
H -1.4505 -4.1195 -2.1071
H -0.1006 -1.8293 -5.3541
H -2.0036 -0.2358 -5.2059
C -0.3048 -5.2075 2.5199
C 0.2917 -6.4486 2.7579
C 1.6366 -6.5159 3.2747
N 2.4617 -5.4457 3.3511
C 1.9024 -4.2773 3.0620
C 0.5409 -4.0945 2.6733
H -1.2915 -5.1836 2.0814
H -0.2971 -7.3536 2.7821
H 2.0141 -7.5124 3.4503
H 2.4916 -3.3788 3.1717
H 0.2288 -3.0877 2.4381
C -1.1478 0.1143 3.2101
C -0.7119 1.4432 3.2915
C -0.1919 1.8558 4.5224
N -0.0751 1.0139 5.6041
C -0.5209 -0.3199 5.4573
C -1.0361 -0.7722 4.2627
H -1.7577 -0.1976 2.3752
H -0.7845 2.2429 2.5693
H -0.0114 2.9202 4.5520
H -0.4390 -1.1316 6.1650
H -1.2974 -1.8150 4.1593
C -4.5796 5.1153 0.3939
C -4.3488 4.8139 1.7723
C -3.3611 3.9201 2.1361
N -2.6443 3.1906 1.2641
C -2.7373 3.6036 -0.0438
C -3.6850 4.5050 -0.5180
H -5.3801 5.7928 0.1360
H -5.1080 5.1519 2.4622
H -3.3799 3.5659 3.1562
H -2.2129 3.1661 -0.8804
H -3.7846 4.7346 -1.5686
C 0.9889 -0.5589 0.0303
C 1.2283 0.7641 0.4942
C 0.8185 1.8152 -0.3320
N 0.3069 1.5503 -1.5502
C 0.3261 0.3314 -2.0950
C 0.5891 -0.7197 -1.2816
H 1.2147 -1.3747 0.7010
H 1.5146 0.9038 1.5262
H 0.5086 2.7008 0.2029
H -0.2344 0.2690 -3.0161
H 0.3252 -1.7308 -1.5546
```

The SMILES is c1ccncc1.c1ccncc1.c1ccncc1.c1ccncc1.c1ccncc1.c1ccncc1. The value obtained for the HOMO energy is -9.4 eV. As for the charge: 0. The value obtained for the HOMO-LUMO gap is 9.8 eV.

two) # C30H30N6

A 6-piece molecular cluster, C30H30N6 overall (the ωB97M-V functional and the def2-TZVPD basis, the Open Molecules 2025 dataset).

Structure (XYZ):
```
66
C30H30N6, DFT the ωB97M-V functional and the def2-TZVPD basis
C 2.4766 -0.8481 -0.4646
C 3.3836 0.0899 -0.9546
C 4.5456 -0.3241 -1.6626
N 4.6856 -1.6371 -1.9076
C 3.6956 -2.5931 -1.4996
C 2.5466 -2.1411 -0.7696
H 1.6076 -0.4851 0.1654
H 3.1396 1.1139 -0.6756
H 5.6416 0.2449 -1.9146
H 3.7926 -3.7611 -1.5746
H 1.9626 -2.9161 -0.3906
C -0.8534 1.8549 -0.7606
C -1.5954 0.6399 -0.8886
C -1.4754 -0.2421 0.1444
N -0.8764 -0.0141 1.3774
C -0.2644 1.1669 1.4304
C -0.2004 2.1209 0.5014
H -0.7304 2.5289 -1.4546
H -2.2094 0.4819 -1.6586
H -1.8314 -1.3231 -0.0006
H 0.1256 1.6209 2.5114
H 0.4236 3.0569 0.6994
C -4.4694 5.1429 -0.7766
C -5.3904 5.7639 -1.6696
C -5.2704 5.4859 -3.0356
N -4.2034 4.6759 -3.5326
C -3.3834 4.0089 -2.6616
C -3.4344 4.2629 -1.2316
H -4.4714 5.5799 0.2994
H -6.2724 6.0369 -1.3236
H -5.9064 5.9859 -3.6516
H -2.6354 3.5009 -3.1406
H -2.8884 3.7709 -0.5316
C -0.2714 -5.8391 3.8784
C -1.1074 -4.8491 3.2694
C -0.4854 -3.7231 2.5064
N 0.8946 -3.4831 2.3594
C 1.6546 -4.4551 2.9864
C 1.1126 -5.6001 3.6404
H -0.9304 -6.5851 4.3614
H -2.1124 -4.6921 3.1984
H -1.0604 -2.9101 1.9854
H 2.8876 -4.2701 2.9784
H 1.7246 -6.3321 3.9094
C 3.3836 1.1649 5.3834
C 3.5036 -0.2001 5.2944
C 3.2686 -0.7911 4.0514
N 3.0176 -0.0951 2.9124
C 2.8276 1.3199 3.0404
C 3.1176 1.9429 4.2984
H 3.6316 1.6109 6.3604
H 3.7066 -0.9191 6.1644
H 3.3276 -1.9301 3.8694
H 2.5226 1.6329 2.1644
H 3.1046 2.9429 4.5654
C -1.2574 0.5039 -5.0496
C -0.5844 -0.1171 -4.0296
C -0.9504 -1.4851 -3.6886
N -2.0634 -2.1491 -4.2616
C -2.7214 -1.4551 -5.1866
C -2.3614 -0.1261 -5.6136
H -0.8524 1.4969 -5.3116
H 0.2316 0.3729 -3.6186
H -0.4024 -2.1741 -3.1646
H -3.5594 -2.0171 -5.7266
H -2.8604 0.3609 -6.5266
```

The SMILES is c1ccncc1.c1ccncc1.c1ccncc1.c1ccncc1.c1ccncc1.c1ccncc1. The value obtained for the HOMO energy is -9.1 eV. As for the charge: 0. The value obtained for the HOMO-LUMO gap is 9.5 eV.

It turns out one) is the most stable, with the second structure 0.1951 hartree higher.

one) # C4H4ClNOS

One molecule with the formula C4H4ClNOS (the ωB97M-V functional and the def2-TZVPD basis, the Open Molecules 2025 dataset).

Structure (XYZ):
```
12
C4H4ClNOS, DFT the ωB97M-V functional and the def2-TZVPD basis
O 0.1458 -2.2253 0.3633
C 0.0086 -1.0330 0.3125
C -1.2830 -0.1522 0.4751
Cl -2.5364 -0.8111 -0.5525
C -0.8216 1.2164 0.1671
C 0.4812 1.1727 -0.1303
N 1.0076 -0.1408 0.0148
S 2.5800 -0.6142 -0.3045
H -1.6906 -0.2742 1.4653
H -1.4047 2.1334 0.1224
H 1.1214 1.9753 -0.4583
H 2.3918 -1.2470 -1.4749
```

The SMILES is O=C1[C@H](Cl)C=CN1S. The value obtained for the HOMO energy is -9.2 eV. As for the charge: 0. The value obtained for the HOMO-LUMO gap is 9.8 eV.

two) # C4H4ClNOS

One molecule with the formula C4H4ClNOS (the ωB97M-V functional and the def2-TZVPD basis, the Open Molecules 2025 dataset).

Structure (XYZ):
```
12
C4H4ClNOS, DFT the ωB97M-V functional and the def2-TZVPD basis
C 0.8304 1.8119 -1.3559
S 1.9094 0.3609 -0.8686
C 0.4554 -0.5700 -0.1798
N 0.7815 -1.5962 0.6831
C -0.3946 -1.8444 1.3564
C -1.3456 -0.8807 0.9734
Cl -3.0347 -0.7395 1.4531
O -0.7434 -0.1252 -0.1227
H -0.1045 1.4420 -1.7616
H 1.2095 2.3885 -2.1256
H 0.7400 2.3838 -0.3452
H -0.3036 -2.6310 2.2935
```

The SMILES is CSc1ncc(Cl)o1. The value obtained for the HOMO energy is -8.5 eV. As for the charge: 0. The value obtained for the HOMO-LUMO gap is 8.9 eV.

It turns out one) is the most stable, with the second structure 0.0596 hartree higher.

one) # C39H31BClF4N5O3Ti

C39H31BClF4N5O3Ti as an isolated structure (the ωB97M-V functional and the def2-TZVPD basis, the Open Molecules 2025 dataset).

Structure (XYZ):
```
85
C39H31BClF4N5O3Ti, DFT the ωB97M-V functional and the def2-TZVPD basis
Ti -0.6213 -0.7360 -0.6159
Cl -2.5878 -7.3840 1.0130
C -2.4023 -5.6922 0.6696
C -3.5250 -4.9568 0.3104
C -3.3596 -3.6074 0.0477
C -2.1138 -2.9753 0.1083
O -2.0477 -1.6880 -0.1350
C -0.9566 -3.7610 0.4715
C 0.3371 -3.2069 0.5821
N 0.6063 -1.9644 0.2216
C 1.6415 -1.1841 0.7075
C 3.0030 -1.4462 0.6636
C 3.8870 -0.4768 1.1160
C 3.4101 0.6865 1.7134
C 2.0523 0.9179 1.8935
C 1.5933 1.9925 2.8130
C -0.4119 1.4816 3.4490
C -0.8922 0.4109 2.5463
N -0.2410 -0.0952 1.5373
C 1.1334 -0.0055 1.3550
C -1.1575 -5.1294 0.7542
H -4.4865 -5.4351 0.2061
H -4.2118 -3.0057 -0.2401
H 1.1326 -3.8145 1.0214
H 3.3530 -2.3763 0.2351
H 4.9535 -0.6312 1.0134
H 4.1207 1.4103 2.0934
H 2.3777 2.7284 3.0037
H -1.1885 1.8275 4.1308
H -1.9545 0.1914 2.5775
H -0.3029 -5.7419 0.9984
C 1.4281 -0.1197 4.3858
C 0.9880 1.3112 4.0841
C 1.1214 2.1286 5.3248
C 0.7988 3.4209 5.4374
C 0.3344 4.2823 4.3869
C 0.0705 3.9734 3.1040
C -0.3663 5.0717 2.1815
C 0.2026 2.6105 2.4923
N -0.2670 2.4944 1.1524
C -1.5883 2.5148 1.1199
O -2.3700 2.9110 2.0192
C -2.2189 1.9336 -0.1062
C -3.5107 2.3322 -0.4210
C -4.1798 1.7657 -1.4998
C -3.4973 0.8358 -2.2694
C -2.2005 0.4948 -1.9224
N -1.5735 0.9838 -0.8121
C -1.3022 -0.1392 -2.9328
O -1.7487 -0.5518 -4.0031
N -0.0012 -0.0337 -2.5523
C 0.9146 0.0868 -3.5956
C 0.6463 0.9542 -4.6848
C -0.5646 1.8423 -4.7529
C 1.5414 1.0205 -5.7430
C 2.7214 0.3032 -5.7505
C 3.0294 -0.4712 -4.6500
C 2.1515 -0.5833 -3.5840
C 2.5558 -1.4423 -2.4290
H 2.5073 -0.1533 4.5442
H 0.9230 -0.4677 5.2872
H 1.1836 -0.8063 3.5808
H 1.4725 1.6009 6.2040
H 0.8953 3.8908 6.4112
H 0.1927 5.3186 4.6811
H 0.2174 5.9776 2.3593
H -0.2522 4.7450 1.1487
H -1.4257 5.2779 2.3449
H -3.9643 3.0874 0.2057
H -5.1831 2.0728 -1.7596
H -3.9050 0.4024 -3.1702
H -0.8447 2.2087 -3.7638
H -0.3697 2.6956 -5.4058
H -1.4199 1.2891 -5.1476
H 1.3002 1.6561 -6.5873
H 3.3908 0.3523 -6.6006
H 3.9610 -1.0232 -4.6144
H 2.8104 -2.4435 -2.7725
H 3.4231 -1.0067 -1.9257
H 1.7254 -1.5246 -1.7294
F 0.8285 -4.4076 -1.9197
B -0.1788 -3.9018 -2.7280
F -1.2371 -4.7784 -2.7692
F 0.3169 -3.6689 -3.9821
F -0.6192 -2.6599 -2.1360
```

The value obtained for the HOMO energy (alpha / beta) is 0.1 / -2.7 eV. The spin multiplicity is 3. As for the charge: -2. The value obtained for the HOMO-LUMO gap (alpha / beta) is 4.1 / 6.9 eV.

two) # C39H31BClF4N5O3Ti

C39H31BClF4N5O3Ti as an isolated structure (the ωB97M-V functional and the def2-TZVPD basis, the Open Molecules 2025 dataset).

Structure (XYZ):
```
85
C39H31BClF4N5O3Ti, DFT the ωB97M-V functional and the def2-TZVPD basis
Ti -0.1122 0.3520 -0.4969
Cl 6.6794 2.4392 1.4771
C 5.1050 2.0757 0.7698
C 4.7462 2.6819 -0.4300
C 3.5075 2.4037 -0.9827
C 2.6429 1.5236 -0.3359
O 1.4340 1.3121 -0.8167
C 3.0185 0.8804 0.8591
C 2.1691 -0.0851 1.5322
N 1.0070 -0.5286 1.0813
C 0.3817 -1.5750 1.7324
C 1.0109 -2.4622 2.6275
C 0.2793 -3.4533 3.2623
C -1.0839 -3.6031 3.0629
C -1.7568 -2.7501 2.1599
C -3.1382 -2.8046 1.9089
C -3.7135 -1.9285 1.0104
C -2.9115 -1.0128 0.3506
N -1.5980 -0.9252 0.5656
C -1.0128 -1.7509 1.4573
C 4.2691 1.1888 1.4113
H 5.4276 3.3665 -0.9166
H 3.1814 2.8421 -1.9175
H 2.5349 -0.4634 2.4825
H 2.0766 -2.3991 2.7942
H 0.7951 -4.1350 3.9299
H -1.6463 -4.3674 3.5854
H -3.7377 -3.5403 2.4338
H -4.7751 -1.9460 0.8013
H -3.3366 -0.3183 -0.3620
H 4.5800 0.7205 2.3373
C -2.6963 1.1879 3.0404
C -1.3664 1.8647 3.2094
C -0.8831 2.1002 4.4914
C 0.2970 2.8013 4.6993
C 0.9635 3.3283 3.6094
C 0.5009 3.1176 2.3108
C 1.1792 3.8459 1.1816
C -0.6263 2.3149 2.1067
N -0.9987 1.9820 0.7692
C -1.9913 2.6870 0.2267
O -2.6660 3.6076 0.7007
C -2.3196 2.2251 -1.1997
C -3.2313 2.8428 -2.0327
C -3.5119 2.2310 -3.2533
C -2.9219 1.0277 -3.6074
C -1.9899 0.4848 -2.7380
N -1.7256 1.1041 -1.5952
C -1.3087 -0.8750 -2.9572
O -1.6814 -1.5425 -3.9177
N -0.4080 -1.1662 -2.0020
C 0.1688 -2.4664 -1.9761
C -0.5954 -3.6365 -1.8512
C -2.0962 -3.6240 -1.8099
C 0.0569 -4.8642 -1.7658
C 1.4371 -4.9563 -1.8057
C 2.1823 -3.7966 -1.9463
C 1.5684 -2.5525 -2.0415
C 2.4275 -1.3345 -2.2568
H -3.1483 1.0109 4.0179
H -2.6134 0.2326 2.5311
H -3.3663 1.8171 2.4504
H -1.4512 1.7265 5.3366
H 0.6731 2.9568 5.7038
H 1.8561 3.9290 3.7515
H 2.2641 3.7454 1.2397
H 0.9374 4.9104 1.2489
H 0.8531 3.4923 0.2077
H -3.7010 3.7596 -1.7064
H -4.2146 2.6996 -3.9331
H -3.1427 0.5007 -4.5243
H -2.4788 -2.7226 -1.3407
H -2.4655 -4.4856 -1.2486
H -2.5041 -3.6470 -2.8213
H -0.5453 -5.7622 -1.6701
H 1.9264 -5.9210 -1.7369
H 3.2646 -3.8440 -2.0022
H 3.3201 -1.6078 -2.8220
H 2.7602 -0.9122 -1.3053
H 1.9086 -0.5495 -2.8051
F 2.5889 1.9222 -4.3956
B 1.2130 1.7928 -4.7131
F 1.0200 0.7049 -5.5767
F 0.7676 2.9831 -5.3329
F 0.4908 1.5920 -3.5173
```

The value obtained for the HOMO energy (alpha / beta) is -0.5 / -3.1 eV. The spin multiplicity is 3. As for the charge: -2. The value obtained for the HOMO-LUMO gap (alpha / beta) is 4.6 / 7.2 eV.

It turns out two) is the most stable, with the second structure 0.2538 hartree higher.